(1)
Molecular formula: C29H46BrHgNOP2
Method: DFT, ωB97M-V/def2-TZVPD

Output
- Kohn-Sham gap: 0.2555 Eh
- Lowest unoccupied orbital energy: -6.499 eV
- E_HOMO: -13.45 eV

```
! RIJCOSX wB97M-V def2-TZVPD def2/J DEFGRID3
* xyz 2 1
C -4.33110 -0.86188 3.74830
C -3.29936 -1.74713 3.39376
C -3.59733 -2.84081 2.54793
C -4.89950 -2.95752 2.03988
N -5.84228 -2.05921 2.33784
C -5.59870 -1.05203 3.17872
C -1.95177 -1.52529 3.80515
C -0.73450 -1.51488 3.97285
C 0.60427 -1.06412 3.99225
C 0.76374 0.33945 3.90154
C 1.79236 0.82840 3.11443
C 2.61838 -0.07814 2.46414
C 2.67047 -1.43554 2.80073
C 1.68478 -1.92612 3.66807
Hg 1.17711 0.73443 -0.06888
P -1.15856 0.77255 -0.79115
H -2.83060 -3.57650 2.28639
H -4.14286 -0.04244 4.43944
H -5.17995 -3.80312 1.39320
H -6.43970 -0.38336 3.41504
H 1.66458 -2.97671 4.00472
H -0.00833 1.02797 4.28638
H 3.38161 -2.12649 2.33744
H 1.85387 1.89015 2.90503
C -1.47409 1.59145 -2.39466
C -2.79533 1.33016 -3.12511
H -0.64167 1.28908 -3.04983
H -1.35926 2.67390 -2.21388
H -2.81393 1.94272 -4.03940
H -2.91074 0.27990 -3.42404
H -3.67606 1.61352 -2.53304
C -1.91662 -0.88998 -0.83447
C -3.43837 -1.01661 -0.82933
H -1.51437 -1.39796 0.05511
H -1.49882 -1.38627 -1.72526
H -3.67259 -2.08879 -0.80088
H -3.90973 -0.55814 0.05240
H -3.91212 -0.61080 -1.73412
C -2.02176 1.70160 0.51652
C -3.36123 2.28886 0.08589
H -1.33974 2.50684 0.84195
H -2.13643 1.00279 1.36277
H -3.81185 2.78998 0.95141
H -3.24663 3.02524 -0.71978
H -4.07209 1.52474 -0.25387
Br 3.69693 0.58133 0.83770
P 2.24436 -1.33325 -1.73836
C 1.03284 -1.85482 -3.01919
C 1.58210 -2.37132 -4.34740
H 0.42056 -0.95093 -3.19090
H 0.37486 -2.60127 -2.54767
H 0.74149 -2.67049 -4.98406
H 2.14031 -1.59739 -4.88509
H 2.22319 -3.25260 -4.22445
C 3.82242 -1.02781 -2.62832
C 4.86703 -2.14381 -2.62931
H 4.23871 -0.12590 -2.15385
H 3.55872 -0.75549 -3.66181
H 5.82156 -1.74964 -3.01444
H 5.05588 -2.54291 -1.62369
H 4.58209 -2.97668 -3.29010
C 2.40764 -2.76900 -0.59490
C 2.54159 -4.16621 -1.19808
H 1.48489 -2.73515 0.00938
H 3.24260 -2.55263 0.09136
H 2.70979 -4.87736 -0.37928
H 1.62978 -4.48288 -1.71865
H 3.39282 -4.26194 -1.88152
C 1.89697 5.44400 1.43153
C 1.93434 5.62629 -0.09578
C 1.77560 4.22223 -0.68313
O 1.67178 3.25593 0.38853
C 1.68578 3.95385 1.64894
H 2.82677 5.76634 1.90902
H 1.08082 6.02129 1.87429
H 2.87985 6.06457 -0.42296
H 1.10831 6.26891 -0.41849
H 0.85490 4.14796 -1.27774
H 2.60619 3.92237 -1.33832
H 2.47383 3.51523 2.26569
H 0.71950 3.77528 2.12950
*
```

=====

(2)
Molecular formula: C29H46BrN3P2Tc
Method: DFT, ωB97M-V/def2-TZVPD

Output
- Kohn-Sham gap (spin up / spin down): 0.2109 / 0.1899 Eh
- Lowest unoccupied orbital energy (spin up / spin down): -12.973 / -13.373 eV
- E_HOMO (spin up / spin down): -18.71 / -18.54 eV
- Energy relative to the best compared isomer or geometry (same formula, charge and spin): 0.0 kcal/mol
- ⟨S²⟩: 3.913

```
! RIJCOSX wB97M-V def2-TZVPD def2/J DEFGRID3
* xyz 4 4
N -6.84159 5.46793 -5.46153
C -6.57904 6.08772 -4.30395
C -5.86814 5.45945 -3.27506
C -5.31767 4.18171 -3.51893
C -5.59942 3.55243 -4.74643
C -6.39792 4.22681 -5.67804
C -4.44924 3.54185 -2.55931
Tc 0.00820 -0.30673 1.35879
P 6.43986 -1.03329 0.23367
C -3.46787 2.66628 -2.91432
C -2.53060 2.12844 -1.95417
C -1.32495 1.50568 -2.33843
C -0.44072 1.01029 -1.38046
C -0.80928 1.03226 -0.01838
C -1.96058 1.71720 0.38589
C -2.81300 2.24447 -0.57883
Br 2.34129 0.05397 2.10198
H -4.57293 3.88460 -1.52740
H -3.31377 2.41632 -3.97221
H -5.70612 5.97904 -2.33277
H -5.20087 2.56428 -4.96713
H -6.94016 7.11621 -4.18265
H -6.65293 3.74489 -6.62744
H -1.11924 1.43048 -3.40553
H -3.73412 2.73475 -0.26998
H 0.53278 0.61991 -1.67328
H -2.21387 1.82754 1.44072
P -0.33197 -2.23213 0.35593
C 5.84258 0.70074 0.48784
C 6.92879 1.66662 0.01784
H 5.60740 0.85039 1.55029
H 4.91095 0.82957 -0.07730
H 6.76796 2.66719 0.42863
H 7.91976 1.32237 0.33662
H 6.92693 1.74558 -1.07351
C 5.54365 -1.47417 -1.32262
C 6.26598 -2.64658 -1.98192
H 5.51610 -0.58994 -1.97245
H 4.50826 -1.73535 -1.06305
H 6.01289 -2.70318 -3.04366
H 7.35285 -2.52894 -1.89467
H 5.98561 -3.59752 -1.51552
C 5.35779 -1.96003 1.39100
C 6.03286 -2.21473 2.73267
H 5.04229 -2.89731 0.90967
H 4.46447 -1.32741 1.51540
H 5.43808 -2.93646 3.30249
H 7.04782 -2.61715 2.62459
H 6.07975 -1.28869 3.31417
C -0.13889 -3.66898 1.49870
C -1.34192 -4.60462 1.51885
H 0.08431 -3.25462 2.49440
H 0.77551 -4.20229 1.19551
H -2.23609 -4.09695 1.89003
H -1.56273 -4.98675 0.51669
H -1.12914 -5.46430 2.16324
C 0.92000 -2.62176 -0.93181
C 0.35392 -2.62620 -2.34686
H 1.34336 -3.60593 -0.67257
H 1.72015 -1.87440 -0.79784
H -0.24142 -3.52977 -2.52207
H -0.26957 -1.74985 -2.55891
H 1.18081 -2.62892 -3.06621
C -2.03694 -2.32798 -0.35105
C -3.09379 -1.81274 0.62440
H -2.22806 -3.37659 -0.63176
H -2.04852 -1.73502 -1.27680
H -3.80680 -1.18081 0.08249
H -3.66363 -2.63899 1.06772
H -2.68615 -1.20795 1.45089
C -2.33320 2.20219 5.63342
N -1.76863 1.09264 4.88435
C -1.73710 -0.25367 5.25643
C -1.16309 -0.95021 4.22740
N -0.84913 -0.01598 3.22301
C -1.21302 1.19681 3.65622
H -3.39317 2.00995 5.85848
H -1.80131 2.36493 6.58419
H -2.24751 3.10142 5.01803
H -2.12422 -0.58958 6.19338
H -0.91127 -1.99731 4.09387
H -1.04164 2.14688 3.16692
*
```

=====

(3)
Molecular formula: C29H46Cl27N3O2PSi
Method: DFT, ωB97M-V/def2-TZVPD

Output
- Kohn-Sham gap: 0.3040 Eh
- Lowest unoccupied orbital energy: -2.590 eV
- E_HOMO: -10.86 eV

```
! RIJCOSX wB97M-V def2-TZVPD def2/J DEFGRID3
* xyz 1 1
C 5.52472 -2.03219 2.16360
Si 6.02656 -1.74525 0.36205
C 7.66667 -2.62831 0.12866
C 6.21218 0.09208 0.04903
C 4.99455 0.93340 0.49747
C 4.28669 1.62353 -0.67033
C 2.84256 1.97632 -0.35057
C 1.91836 0.73188 -0.46735
C 0.79052 0.91301 -1.48435
C -0.45420 1.61952 -0.95320
C -1.14833 0.97080 0.25068
N -2.39359 0.25536 -0.15460
C -2.16122 -0.89509 -0.84776
N -1.03482 -1.60489 -0.77066
N -3.17535 -1.31190 -1.64214
C -4.49867 -1.16069 -0.96581
C -4.31714 -1.10698 0.53711
C -3.40423 0.06702 0.93086
P -2.58157 -0.21336 2.60850
O -3.36542 0.90194 3.53173
O -3.19901 -1.59491 3.17848
C 4.68441 -2.54794 -0.69722
C 4.20112 -2.01418 -1.89687
C 3.22101 -2.66308 -2.65276
C 2.70723 -3.87718 -2.20476
C 3.16129 -4.43165 -1.00801
C 4.13246 -3.76704 -0.26633
H 4.46657 -1.79337 2.27974
H 6.13884 -1.41565 2.81658
H 5.67470 -3.08737 2.38429
H 7.49536 -3.69715 0.27407
H 8.09746 -2.45929 -0.84777
H 8.36213 -2.32093 0.90703
H 7.06387 0.40185 0.65776
H 6.45388 0.32604 -0.98709
H 4.28943 0.33185 1.07849
H 5.37177 1.71104 1.15965
H 4.81561 2.56104 -0.85677
H 4.34704 1.01478 -1.57283
H 2.75023 2.35551 0.66695
H 2.50500 2.72161 -1.07108
H 2.52851 -0.10082 -0.82238
H 1.56305 0.46552 0.52965
H 1.18229 1.54351 -2.28493
H 0.56078 -0.03647 -1.96710
H -1.16268 1.72037 -1.77647
H -0.16619 2.63906 -0.69374
H -1.50373 1.77802 0.88055
H -0.47461 0.35262 0.83600
H -0.70935 -2.06528 -1.61239
H -0.49478 -1.70978 0.07253
H -3.00391 -2.26370 -1.94120
H -5.00355 -0.26957 -1.33188
H -5.10192 -2.02150 -1.21909
H -3.93384 -2.05889 0.91060
H -5.28942 -0.93460 0.99858
H -4.06497 0.93279 0.98480
H -3.42383 1.72983 3.03220
H -4.16381 -1.66637 3.07259
H 4.60894 -1.08045 -2.27152
H 2.88784 -2.22021 -3.58364
H 1.96072 -4.39305 -2.79660
H 2.75809 -5.38128 -0.68093
H 4.47726 -4.20333 0.66458
C -4.47757 4.53110 0.91396
Cl -3.12674 3.44478 1.32679
Cl -5.44867 3.88694 -0.43073
Cl -5.43527 4.80596 2.35742
H -4.05153 5.47044 0.58552
C -6.37132 -4.07828 4.63506
Cl -5.08814 -4.27023 5.81756
Cl -6.22301 -2.51725 3.79992
Cl -6.37318 -5.39992 3.47245
H -7.32095 -4.07699 5.15306
C -7.49007 -1.35181 -4.48828
Cl -8.01600 -0.23204 -3.22574
Cl -6.11380 -0.70269 -5.39179
Cl -7.11231 -2.93959 -3.81271
H -8.30679 -1.47001 -5.18771
C 2.10759 -0.57303 4.01583
Cl 3.23395 0.36326 3.02950
Cl 0.43331 -0.19676 3.57005
Cl 2.41504 -2.30055 3.85594
H 2.25872 -0.29615 5.05092
C 10.52295 -0.50237 -1.07677
Cl 10.74474 -2.24644 -1.21876
Cl 9.22701 0.05066 -2.14094
Cl 10.20443 -0.04053 0.59979
H 11.43735 -0.01737 -1.38924
C -2.08739 -3.37357 -4.68994
Cl -0.62817 -3.30962 -3.66570
Cl -2.18428 -1.94188 -5.70409
Cl -2.09187 -4.84362 -5.64323
H -2.95459 -3.38745 -4.04219
C -8.53847 8.30066 -0.10551
Cl -8.86648 8.12621 1.61954
Cl -7.39718 7.06067 -0.63890
Cl -10.02856 8.22289 -1.04029
H -8.08720 9.26974 -0.26881
C 7.16351 3.26978 3.79748
Cl 7.05879 3.10568 5.54724
Cl 8.04231 1.90802 3.09218
Cl 5.55162 3.41286 3.08738
H 7.71135 4.17519 3.57449
C -9.39145 3.25274 -1.50801
Cl -9.32491 4.52060 -0.29340
Cl -10.60346 3.67180 -2.71211
Cl -7.80118 3.01189 -2.26372
H -9.67171 2.30967 -1.05813
*
```

=====

Calculated total energy? In order: -127134.876, -126065.840, -394651.953 eV.